# CH2ClNO2

2 unconnected molecules or ions with the total composition CH2ClNO2 at a distorted geometry (ωB97M-V/def2-TZVPD, OMol25).

Energy relative to the best compared isomer or geometry (same formula, charge and spin) in kJ/mol: 79.1
Orbital gap (alpha / beta) in eV: 6.27 / 8.27
F_max in Eh/bohr: 0.12392
Spin multiplicity: 3

Last column: Mulliken spin population.
Atoms and positions in Å:
1 C -3.736 -0.546 0.061  0.015
2 N -0.185 0.309 0.291  0.950
3 O -4.005 0.481 0.508  -0.005
4 O -3.546 -1.611 -0.358  -0.006
5 Cl -0.946 1.736 -0.332  1.122
6 H -0.789 -0.493 0.225  -0.039
7 H -0.257 0.424 1.252  -0.038


# CH2ClNO2S2

3 unconnected molecules or ions with the total composition CH2ClNO2S2 at a distorted geometry (ωB97M-V/def2-TZVPD, OMol25).

Energy relative to the best compared isomer or geometry (same formula, charge and spin) in kJ/mol: 15.8
Orbital gap in eV: 8.25
F_max in Eh/bohr: 0.06443

Last column: Mulliken charge in e.
Atoms and positions in Å:
1 C 2.507 1.050 -0.090  0.254
2 N 3.478 0.677 -0.640  -0.264
3 O -2.650 1.955 -0.367  -0.389
4 O -2.208 -0.131 0.813  -0.329
5 S 1.146 1.563 0.543  -0.312
6 S -2.619 0.483 -0.405  0.725
7 Cl -1.469 -3.094 0.255  -0.236
8 H 4.404 0.272 -0.826  0.326
9 H -2.589 -2.775 0.717  0.225


# CH2ClNOS

CH2ClNOS in the gas phase at a distorted geometry (ωB97M-V/def2-TZVPD, OMol25).

Energy relative to the best compared isomer or geometry (same formula, charge and spin) in kJ/mol: 207.0
Orbital gap in eV: 8.03
SMILES: O=CNSCl
F_max in Eh/bohr: 0.15001

Last column: Mulliken charge in e.
Atoms and positions in Å:
1 O -0.027 -1.521 -0.522  -0.545
2 C -0.711 -0.576 -0.156  0.112
3 N -0.432 0.633 -0.040  -0.339
4 S 1.586 1.297 -0.437  0.185
5 Cl 2.398 -0.169 0.534  -0.026
6 H -1.736 -0.755 0.013  0.358
7 H -1.078 1.091 0.608  0.256


# CH2ClOP

CH2ClOP in the gas phase at a distorted geometry (ωB97M-V/def2-TZVPD, OMol25).

Energy relative to the best compared isomer or geometry (same formula, charge and spin) in kJ/mol: 238.9
Orbital gap (alpha / beta) in eV: 7.24 / 7.19
F_max in Eh/bohr: 0.11845

Last column: Mulliken charge in e.
Atoms and positions in Å:
1 C -0.460 0.024 0.015  -0.587
2 O -3.678 0.649 -0.680  -0.330
3 P -3.137 0.249 0.602  0.537
4 Cl -1.503 -1.408 -0.088  -0.112
5 H 0.085 0.035 1.029  0.239
6 H 0.039 0.019 -0.854  0.253


# CH2ClPS

2 unconnected molecules or ions with the total composition CH2ClPS at a distorted geometry (ωB97M-V/def2-TZVPD, OMol25).

Energy relative to the best compared isomer or geometry (same formula, charge and spin) in kJ/mol: 316.2
Orbital gap (alpha / beta) in eV: 7.03 / 7.03
F_max in Eh/bohr: 0.08096

Last column: Mulliken charge in e.
Atoms and positions in Å:
1 C -0.730 0.625 -0.491  -0.340
2 P 4.898 -0.352 0.133  0.059
3 S -0.424 2.101 0.106  -0.172
4 Cl 3.252 0.720 -0.027  -0.055
5 H 0.081 0.091 -0.881  0.222
6 H -1.624 0.172 -0.414  0.287


# CH2ClPSi

2 unconnected molecules or ions with the total composition CH2ClPSi at a distorted geometry (ωB97M-V/def2-TZVPD, OMol25).

Energy relative to the best compared isomer or geometry (same formula, charge and spin) in kJ/mol: 389.8
Orbital gap in eV: 7.47
F_max in Eh/bohr: 0.04492

Last column: Mulliken charge in e.
Atoms and positions in Å:
1 C -5.224 -0.100 0.320  0.235
2 Si -0.455 -0.151 -0.550  0.149
3 P -3.667 -0.237 0.492  -0.177
4 Cl -6.798 0.141 -0.229  -0.095
5 H 0.918 -0.257 0.158  -0.057
6 H 0.016 0.882 -1.598  -0.055


# CH2ErNO5S

A molecular structure, CH2ErNO5S at a distorted geometry (ωB97M-V/def2-TZVPD, OMol25).

Total charge: +2
Orbital gap (alpha / beta) in eV: 9.71 / 4.58
F_max in Eh/bohr: 0.08075
Spin multiplicity: 4

Last column: Mulliken spin population.
Atoms and positions in Å:
1 N -0.616 1.823 0.370  -0.002
2 O 0.802 1.629 0.266  -0.001
3 S 1.294 0.027 0.134  -0.008
4 O 1.140 -0.307 -1.323  -0.006
5 O 0.135 -0.850 0.841  0.015
6 C -0.071 -2.155 0.309  -0.091
7 O -1.174 -2.488 0.012  0.396
8 O 0.883 -2.888 0.095  0.688
9 H -0.874 2.068 1.319  0.001
10 H -0.853 2.649 -0.182  0.001
11 Er -0.666 0.492 -1.841  2.008


# CH2F2IP

2 unconnected molecules or ions with the total composition CH2F2IP at a distorted geometry (ωB97M-V/def2-TZVPD, OMol25).

Energy relative to the best compared isomer or geometry (same formula, charge and spin) in kJ/mol: 484.3
Orbital gap (alpha / beta) in eV: 4.21 / 3.23
F_max in Eh/bohr: 0.05684

Last column: Mulliken charge in e.
Atoms and positions in Å:
1 C -1.318 0.263 -0.101  0.076
2 F -1.112 -0.719 0.845  -0.121
3 F -1.289 -0.347 -1.216  -0.090
4 P 2.293 -0.546 0.584  -0.020
5 I -3.129 1.307 0.342  0.055
6 H 1.793 -0.713 -0.781  0.046
7 H 2.762 0.754 0.327  0.054